{
  "formula": "C23H18BBaBrF4N2O",
  "method": "ωB97M-V/def2-TZVPD",
  "symbols": ["Ba", "Br", "C", "C", "C", "C", "O", "C", "C", "N", "C", "C", "C", "C", "C", "C", "C", "C", "N", "C", "C", "H", "H", "H", "H", "H", "H", "H", "H", "H", "H", "C", "C", "C", "C", "C", "C", "C", "H", "H", "H", "H", "H", "H", "H", "H", "F", "B", "F", "F", "F"],
  "positions_angstrom": [[1.14373, 0.34114, 1.30009], [0.74053, -4.98683, -4.74850], [1.08447, -3.96297, -3.18985], [2.39114, -3.86857, -2.69280], [2.65020, -3.13141, -1.56732], [1.62849, -2.42865, -0.86831], [1.90494, -1.70180, 0.14621], [0.29884, -2.55881, -1.38143], [-0.87650, -2.00210, -0.76281], [-0.98002, -1.26055, 0.28874], [-2.29315, -1.00696, 0.73861], [-3.28911, -1.95432, 0.70420], [-4.60026, -1.66717, 1.13254], [-4.91751, -0.43110, 1.61218], [-3.91109, 0.55674, 1.71742], [-4.16987, 1.84260, 2.24509], [-3.15477, 2.74274, 2.37268], [-1.86078, 2.35029, 1.98095], [-1.58406, 1.17741, 1.46365], [-2.58964, 0.26986, 1.30959], [0.06360, -3.32719, -2.54090], [3.19608, -4.38307, -3.20153], [3.65829, -3.06027, -1.17885], [-1.80014, -2.27478, -1.28666], [-3.05452, -2.95307, 0.35977], [-5.35252, -2.44296, 1.08027], [-5.92276, -0.19714, 1.93863], [-5.17780, 2.09282, 2.55368], [-3.32118, 3.72836, 2.78324], [-1.02015, 3.02375, 2.11614], [-0.94927, -3.41777, -2.91586], [4.18991, 1.04588, -1.33038], [2.74814, 1.47316, -1.29557], [2.34337, 2.59984, -0.58057], [1.00339, 2.98006, -0.54735], [0.04897, 2.23558, -1.22719], [0.44111, 1.10358, -1.93702], [1.77571, 0.72853, -1.96836], [4.63551, 1.27793, -2.29951], [4.27348, -0.03132, -1.17806], [4.77041, 1.55201, -0.56045], [3.07466, 3.17177, -0.02213], [0.71204, 3.85156, 0.02449], [-0.99279, 2.52548, -1.19628], [-0.29452, 0.50693, -2.46114], [2.06929, -0.16319, -2.51003], [1.33666, 2.65181, 2.66289], [2.29058, 2.03953, 3.56355], [3.44145, 1.78508, 2.80773], [2.48889, 2.79829, 4.66986], [1.70853, 0.75926, 3.87668]],
  "e_homo_ev": -7.76,
  "total_charge": 0,
  "e_above_lowest_kcal_mol": 1.0,
  "spin_multiplicity": 1,
  "orbital_gap_ev": 7.14,
  "fmax_ev_per_a": 0.30
}